(1)
The following is a quantum chemistry calculation of one molecule with the formula C3H3NO, from the OMol25 dataset.

Summary:
**SMILES**: N#CCC=O
**Orbital gap**: 10.981 eV
**Multiplicity**: 1
**Net charge**: 0
**Electronic energy**: -246.04440 hartree
**Relative energy (zero: lowest compared OMol25 entry of this formula, charge and spin)**: 29.6 kcal per mole
**Highest occupied orbital energy**: -0.387 hartree

Geometry as XYZ:
```
8
C3H3NO | the OMol25 dataset | the ωB97M-V functional and the def2-TZVPD basis
O -0.429 1.381 -0.671
N 1.976 0.092 -1.324
C -0.805 0.660 0.224
C 0.012 -0.596 0.353
C 1.136 -0.109 -0.554
H -1.629 0.991 0.862
H 0.125 -1.017 1.377
H -0.386 -1.402 -0.267
```

In the Löwdin picture, each atom carries the following charge in e: 0.0479 0.1543 -0.2380 -0.0851 -0.2559 0.1269 0.1295 0.1204

(2)
The following is a quantum chemistry calculation of C19H28FO2Tm as an isolated structure, from the OMol25 dataset.

Summary:
**Expectation value of S²**: 2.002
**Orbital gap (alpha / beta)**: 6.304 / 6.310 eV
**Multiplicity**: 3
**Net charge**: 0
**Electronic energy**: -2076.24631 hartree
**Relative energy (zero: lowest compared OMol25 entry of this formula, charge and spin)**: 0.0 kcal per mole
**Highest occupied orbital energy (alpha / beta)**: -0.227 / -0.227 hartree

Geometry as XYZ:
```
51
C19H28FO2Tm | the OMol25 dataset | the ωB97M-V functional and the def2-TZVPD basis
Tm 0.052 -0.922 0.645
F 1.313 -2.459 0.532
O 0.012 -1.704 -1.575
O -0.310 1.347 -0.018
C -0.136 -1.163 -2.969
C 0.650 -2.034 -3.953
C -0.918 -1.336 3.404
C 1.093 -2.693 -1.670
C 1.479 -2.994 -3.110
C -1.208 -2.322 2.421
C 2.307 1.172 1.472
C -1.993 3.132 0.506
C 1.326 1.512 2.454
C 1.416 0.548 3.500
C 0.671 1.784 -1.088
C -2.068 -1.720 1.432
C -0.019 3.118 -1.258
C -2.167 1.691 -1.577
C -2.239 -0.343 1.800
C -1.246 2.417 -0.613
C -1.544 -0.125 3.030
C 2.909 -0.073 1.845
C 2.375 -0.442 3.123
H 2.556 -2.832 -3.247
H 1.257 -1.408 -4.624
H 1.976 -2.185 -1.256
H -2.810 3.757 0.103
H -1.195 -1.078 -3.278
H -2.451 -2.221 0.538
H 1.699 1.787 -0.761
H 3.700 -0.576 1.278
H 0.562 1.147 -1.974
H -1.283 3.751 1.066
H -2.673 2.323 -2.332
H -0.973 -3.384 2.506
H -0.011 -2.603 -4.617
H -2.432 2.374 1.192
H -2.909 1.166 -0.967
H 0.347 -0.173 -2.957
H 2.718 -1.300 3.711
H -0.390 -1.523 4.335
H 0.414 3.936 -0.678
H 2.678 1.830 0.680
H -1.636 0.862 -2.081
H 0.789 -3.575 -1.104
H 0.019 3.465 -2.279
H 0.687 2.396 2.426
H 0.879 0.577 4.453
H 1.262 -4.023 -3.415
H -1.580 0.784 3.627
H -2.951 0.332 1.326
```

In the Löwdin picture, each atom carries the following charge in e: 1.5441 -0.4713 -0.2592 -0.2508 -0.1313 -0.1555 -0.1481 -0.2087 -0.1437 -0.2072 -0.2372 0.0018 -0.1977 -0.2056 -0.1420 -0.2948 -0.0508 -0.0030 -0.2270 -0.4653 -0.1434 -0.2048 -0.1750 0.1191 0.1185 0.1193 0.1004 0.1302 0.1002 0.0808 0.0821 0.0817 0.0888 0.1073 0.1092 0.1118 0.0806 0.0859 0.0891 0.0860 0.1085 0.1240 0.0717 0.0657 0.1291 0.1144 0.0786 0.0867 0.1143 0.1091 0.0832

Number 1: strongest force on any atom 0.05033 hartree/bohr. Number 2: strongest force on any atom 0.06902 hartree/bohr.